Record 1
148
Properties=species:S:1:pos:R:3:mulliken_charge:R:1 method="wB97M-V/def2-TZVPD" charge=0 e_homo_ev=-10.57
C -4.7173 -4.1175 1.4514 -0.25
C -6.0464 -4.5128 0.8134 -0.21
O -5.7291 -5.6643 0.0759 -0.34
C -4.4054 -5.9198 0.1032 0.66
O -3.7416 -6.7375 -0.5024 -0.53
O -3.8201 -4.9568 0.8749 -0.32
H -4.7327 -4.2022 2.5380 0.24
H -4.4987 -3.0617 1.2913 0.25
H -6.3897 -3.6988 0.1749 0.21
H -6.8447 -4.5297 1.5554 0.29
C 1.2229 -6.6898 3.0807 -0.18
C 2.6811 -6.3750 3.4225 -0.24
O 2.9170 -7.0475 4.6320 -0.32
C 1.8568 -7.7069 5.0436 0.71
O 1.7217 -8.3313 6.1042 -0.58
O 0.8397 -7.4373 4.1855 -0.35
H 1.0977 -7.3723 2.2401 0.23
H 0.5971 -5.7974 3.0918 0.22
H 2.8317 -5.2971 3.4815 0.27
H 3.3527 -6.7558 2.6530 0.24
C -6.9501 4.9874 3.6484 -0.38
C -5.4531 5.0707 3.9946 -0.22
O -5.5534 6.1011 4.9876 -0.30
C -6.6588 6.7627 4.8558 0.72
O -7.0927 7.7100 5.4643 -0.58
O -7.4176 6.2675 3.9423 -0.32
H -7.5228 4.2926 4.2627 0.26
H -7.1822 4.7817 2.6034 0.28
H -4.8219 5.3410 3.1481 0.28
H -5.1594 4.0791 4.3389 0.27
C 2.7570 5.3053 -8.3605 -0.22
C 3.5406 4.0231 -7.9546 -0.24
O 4.7547 4.1624 -8.5703 -0.33
C 4.8675 5.3230 -9.1463 0.70
O 5.8232 5.7052 -9.7374 -0.53
O 3.7372 6.0323 -8.9962 -0.35
H 2.3651 5.8919 -7.5296 0.24
H 1.9355 5.0568 -9.0324 0.23
H 2.9624 3.2001 -8.3747 0.23
H 3.5605 3.7552 -6.8982 0.27
C -3.5907 6.0764 -6.2830 -0.27
C -5.0262 6.7602 -6.5066 -0.30
O -5.5855 6.0389 -7.6304 -0.32
C -4.6666 5.3096 -8.2180 0.70
O -4.7532 4.6234 -9.2050 -0.55
O -3.4906 5.3809 -7.5034 -0.33
H -3.5014 5.2823 -5.5417 0.25
H -2.8258 6.8476 -6.1915 0.24
H -4.8392 7.8135 -6.7159 0.29
H -5.5761 6.5621 -5.5866 0.29
C -6.4210 1.0536 -5.3292 -0.30
C -6.9624 -0.1104 -4.4834 -0.21
O -7.5093 0.4844 -3.3197 -0.33
C -7.6718 1.8358 -3.5215 0.61
O -8.0483 2.6558 -2.7596 -0.49
O -7.2268 2.1779 -4.8010 -0.34
H -6.6974 0.9001 -6.3723 0.27
H -5.3452 1.1966 -5.2282 0.26
H -6.0955 -0.7272 -4.2461 0.25
H -7.6202 -0.7172 -5.1056 0.26
C 5.9161 2.4123 -1.7562 -0.25
C 6.7701 2.7537 -0.5552 -0.22
O 7.6178 3.7462 -1.0574 -0.34
C 7.6935 3.6015 -2.4275 0.70
O 8.5505 4.1175 -3.1557 -0.58
O 6.7423 2.8363 -2.8371 -0.30
H 5.0245 3.0369 -1.8116 0.24
H 5.7381 1.3468 -1.9015 0.27
H 7.3285 1.9528 -0.0707 0.26
H 6.2087 3.3356 0.1758 0.22
C -3.7409 -4.4300 -6.3889 -1.43
C -2.3068 -3.9987 -6.7309 0.52
C -1.9291 -3.8423 -8.2251 -0.53
O -1.2554 -2.6417 -8.4612 -0.32
C -1.5339 -1.8641 -7.3492 0.66
O -1.2974 -0.6451 -7.3023 -0.57
O -2.1781 -2.5986 -6.4045 -0.31
H -4.5039 -3.9236 -6.9800 0.35
H -4.2714 -4.3693 -5.4387 0.35
H -4.0045 -5.4360 -6.7154 0.38
H -1.5474 -4.4504 -6.0926 0.26
H -2.8133 -3.7918 -8.8604 0.30
H -1.3932 -4.6423 -8.7359 0.34
C 2.3543 -6.2036 -2.9141 -1.41
C 3.5157 -5.2052 -3.2971 0.41
C 4.2876 -5.6887 -4.5507 -0.35
O 4.3333 -4.4435 -5.2540 -0.36
C 3.5996 -3.4798 -4.6153 0.66
O 3.4163 -2.3549 -4.9722 -0.54
O 2.9639 -3.9992 -3.6100 -0.32
H 2.6604 -7.1164 -2.4031 0.38
H 1.8149 -6.5120 -3.8097 0.34
H 1.6170 -5.7774 -2.2337 0.34
H 4.2115 -5.1812 -2.4584 0.25
H 3.8208 -6.5650 -5.0005 0.31
H 5.2317 -6.0055 -4.1075 0.29
C 0.3609 0.3307 1.0183 -1.38
C 0.2589 1.4536 -0.0530 0.38
C -0.1130 0.9012 -1.4740 -0.40
O -1.2546 1.6196 -1.7628 -0.27
C -1.6420 2.3997 -0.6970 0.65
O -2.6023 3.1347 -0.6644 -0.57
O -0.8066 2.1826 0.3193 -0.33
H 1.1071 -0.4593 0.9336 0.38
H -0.6110 -0.1568 1.0949 0.34
H 0.6524 0.7757 1.9697 0.34
H 1.1031 2.1415 -0.1010 0.34
H -0.3296 -0.1653 -1.5354 0.28
H 0.6955 1.1885 -2.1463 0.26
C -0.0135 6.0324 8.0957 -1.30
C 1.5205 6.0292 8.1330 0.40
C 2.1078 4.7172 8.7355 -0.47
O 2.7210 3.9291 7.6679 -0.31
C 2.6460 4.6206 6.5851 0.65
O 3.1193 4.3316 5.5320 -0.54
O 1.9752 5.8449 6.8330 -0.37
H -0.4355 6.9089 7.6040 0.34
H -0.2274 6.2201 9.1479 0.40
H -0.4992 5.0800 7.8835 0.31
H 1.9419 6.8777 8.6720 0.31
H 1.2114 4.1375 8.9554 0.25
H 2.7675 4.8086 9.5984 0.33
C -2.2289 -4.2803 9.7862 -1.40
C -2.3420 -3.3472 8.5531 0.51
C -2.6147 -1.9157 8.8382 -0.37
O -1.3645 -1.2619 8.4927 -0.33
C -0.5560 -2.1707 7.8622 0.64
O 0.5578 -1.8264 7.4503 -0.57
O -1.1100 -3.4090 7.8322 -0.32
H -1.3737 -4.0007 10.4015 0.34
H -1.9233 -5.3060 9.5797 0.38
H -3.1900 -4.3421 10.2965 0.36
H -3.1086 -3.8043 7.9274 0.24
H -2.9628 -1.6611 9.8392 0.27
H -3.2948 -1.4140 8.1498 0.25
C 9.5186 -1.0723 4.4270 -1.41
C 8.2369 -1.7008 4.5553 0.52
C 6.9493 -0.8629 4.8117 -0.35
O 6.2796 -0.9370 3.6235 -0.27
C 6.9195 -1.8098 2.7492 0.59
O 6.5043 -2.2004 1.6728 -0.58
O 8.0693 -2.3264 3.2677 -0.34
H 10.2557 -1.8369 4.1819 0.34
H 9.6630 -0.6129 5.4049 0.38
H 9.6923 -0.2153 3.7762 0.32
H 8.3473 -2.4705 5.3191 0.23
H 7.1805 0.1516 5.1364 0.29
H 6.3686 -1.3060 5.6208 0.27

Record 2
9
Properties=species:S:1:pos:R:3:nbo_charge:R:1 method="wB97M-V/def2-TZVPD" charge=0 e_homo_ev=-9.96
O 2.0580 0.8161 1.2629 -0.47
C 1.7735 0.0526 0.4070 0.51
Cl 2.9335 -0.9100 -0.4460 -0.02
C 0.3118 -0.2863 -0.1266 -0.33
C -0.8181 0.4372 -0.1912 -0.19
S -2.6507 0.0674 -0.8784 -0.06
H 0.2994 -1.3090 -0.4912 0.22
H -0.8487 1.4649 0.1420 0.21
H -3.0588 -0.3328 0.3215 0.14

Record 3
166
Properties=species:S:1:pos:R:3:mulliken_charge:R:1 method="wB97M-V/def2-TZVPD" charge=0 e_homo_ev=-9.69
C 6.0598 3.7348 -5.6835 -1.89
C 5.2756 3.1806 -4.5007 -0.13
C 3.7850 2.9912 -4.7976 1.61
C 3.3484 1.5775 -4.4124 -2.07
C 1.8446 1.3099 -4.4189 -1.27
C 0.9423 2.1290 -3.4436 2.93
C 1.7061 2.1595 -2.1276 -4.51
O 2.6004 3.2499 -2.0874 0.56
C 3.3436 3.1471 -0.8844 -0.40
C 4.3621 4.2850 -0.7241 -1.05
O 4.4814 5.0203 -1.8998 0.25
C 5.5776 5.9026 -1.8643 -0.58
C 6.0157 6.2780 -3.2522 -1.03
C 0.3489 3.4949 -3.9274 1.49
C 0.7961 3.9913 -5.3238 -1.31
O -0.3133 4.2350 -6.1566 -0.33
C 0.1021 4.4446 -7.4978 -0.19
C 0.0786 3.1269 -8.2482 -1.20
C 0.2526 4.6074 -2.8652 0.76
O 0.1240 4.3631 -1.6752 -0.61
C 0.1655 6.1262 -3.2730 0.84
F -0.3932 6.7618 -2.2307 -0.33
F -0.6581 6.3159 -4.3304 -0.30
C 1.5498 6.7922 -3.5538 0.46
F 2.5058 5.8698 -3.7159 -0.40
F 1.8987 7.5368 -2.4826 -0.38
C 1.5923 7.7527 -4.7640 0.93
F 1.2749 7.1252 -5.9084 -0.19
F 2.8762 8.1607 -4.8724 -0.32
C 0.7243 9.0060 -4.6182 -0.14
O 0.0131 9.2507 -3.6788 -0.47
O 0.8824 9.8054 -5.6769 -0.44
O -1.0815 3.2627 -4.0597 -0.37
C -1.4397 2.3684 -3.0966 -0.64
O -2.3726 2.4524 -2.3415 -0.51
C -0.3608 1.2595 -3.2711 1.46
C -0.8707 0.4672 -4.5022 -0.24
F -2.2079 0.3436 -4.4265 -0.27
F -0.3425 -0.7667 -4.5782 -0.17
F -0.6092 1.0847 -5.6666 -0.10
P -0.4648 0.1271 -1.8251 0.66
O -1.5020 -0.8965 -1.9469 -0.87
O -0.7158 1.0098 -0.5231 -0.19
O 0.9572 -0.6011 -1.6938 -0.42
H 6.1142 2.9728 -6.4530 0.50
H 5.6142 4.6330 -6.0884 0.29
H 7.0782 3.9178 -5.3658 0.51
H 5.4428 3.7588 -3.6015 -0.24
H 5.6909 2.1956 -4.3069 0.42
H 3.6538 3.0787 -5.8719 0.58
H 3.1782 3.7258 -4.2889 -0.91
H 3.8326 1.2594 -3.4974 0.50
H 3.7571 0.9322 -5.1846 0.55
H 1.5356 1.3878 -5.4507 0.51
H 1.7185 0.2672 -4.1618 0.38
H 2.2702 1.2441 -1.9767 1.37
H 1.0358 2.2737 -1.2780 1.30
H 2.6235 3.1735 -0.0709 0.10
H 3.8657 2.1936 -0.8926 0.37
H 5.3227 3.8383 -0.4739 0.57
H 4.0385 4.9035 0.1116 0.35
H 5.3234 6.8192 -1.3314 0.35
H 6.4049 5.4499 -1.3181 0.44
H 5.1698 6.4775 -3.8936 0.10
H 6.5977 5.4932 -3.7191 0.28
H 6.6399 7.1608 -3.2001 0.45
H 1.4213 3.2578 -5.8151 0.94
H 1.3695 4.9070 -5.2514 -0.63
H -0.5943 5.1486 -7.9296 0.46
H 1.1026 4.8715 -7.5326 0.22
H -0.8756 2.6624 -8.0398 0.25
H 0.2265 3.2572 -9.3111 0.51
H 0.8372 2.4629 -7.8541 0.19
H 0.1513 10.4310 -5.6355 0.39
H -0.1499 0.7229 0.2030 0.10
H 0.7552 -1.3577 -1.1288 0.23
C 0.9188 3.1508 3.1417 -0.88
C 0.6997 2.2677 4.3550 -0.51
O 0.2033 0.9581 4.0105 -0.10
S 1.2007 -0.0944 3.3491 0.92
C 0.1601 -1.5075 3.4967 -0.76
O 2.3453 -0.2327 4.1933 -0.65
O 1.3581 0.2277 1.9612 -0.42
H 1.7190 2.7674 2.5108 0.22
H 1.1890 4.1585 3.4574 0.47
H 0.0154 3.1994 2.5331 0.17
H 1.6110 2.1692 4.9468 0.37
H -0.0636 2.7030 4.9977 0.28
H 0.0119 -1.7295 4.5493 0.39
H 0.6691 -2.3324 3.0028 0.49
H -0.7881 -1.3046 3.0043 -0.09
C -2.9096 -2.5372 0.6972 -1.11
C -3.2107 -3.5876 1.7392 -0.14
O -2.6064 -4.8660 1.4267 -0.29
S -1.0266 -5.0029 1.5701 1.22
C -0.9428 -6.7529 1.4094 -1.13
O -0.6378 -4.6294 2.8971 -0.61
O -0.3976 -4.4145 0.4272 -0.42
H -1.8453 -2.3093 0.6689 0.00
H -3.4462 -1.6141 0.9160 0.45
H -3.1918 -2.8820 -0.2967 0.37
H -2.8760 -3.2465 2.7191 0.34
H -4.2840 -3.7621 1.8040 0.33
H -1.4438 -7.2109 2.2578 0.29
H 0.1114 -7.0200 1.3999 0.40
H -1.4115 -7.0403 0.4725 0.36
C -3.2932 -6.4694 5.2225 -0.71
C -4.4616 -5.8099 4.5149 0.28
O -5.7231 -6.4263 4.8633 -0.33
S -6.3250 -6.1253 6.3039 1.25
C -7.9159 -6.8248 6.0351 -1.10
O -6.4445 -4.7069 6.4735 -0.60
O -5.6375 -6.9168 7.2737 -0.62
H -3.3428 -6.3107 6.2979 -0.02
H -2.3494 -6.0562 4.8621 0.32
H -3.2990 -7.5461 5.0523 0.32
H -4.4949 -4.7377 4.7197 -0.08
H -4.3486 -5.9355 3.4399 0.15
H -8.4332 -6.2473 5.2745 0.33
H -8.4483 -6.7724 6.9819 0.40
H -7.7940 -7.8599 5.7293 0.35
C -3.4917 2.1436 3.2811 -1.00
C -3.0903 1.3614 4.5181 -0.01
O -4.1763 0.5780 5.0642 -0.41
S -4.4592 -0.7477 4.2412 1.52
C -5.6144 -1.5163 5.3177 -1.17
O -3.2436 -1.5110 4.2166 -0.51
O -5.1230 -0.4148 3.0198 -0.74
H -3.7415 1.4838 2.4527 0.21
H -2.6695 2.7862 2.9642 0.32
H -4.3675 2.7596 3.4835 0.32
H -2.2411 0.7098 4.3116 0.09
H -2.7921 2.0518 5.3048 0.26
H -5.1255 -1.7517 6.2587 0.27
H -5.9466 -2.4293 4.8285 0.37
H -6.4566 -0.8473 5.4696 0.48
C -3.4574 -5.2224 9.0914 -0.64
C -2.2144 -4.5379 8.5590 -0.33
O -1.3324 -4.0632 9.6009 -0.29
S -0.4691 -5.1403 10.3900 1.25
C 0.5997 -4.0080 11.2101 -0.95
O 0.2768 -5.9117 9.4445 -0.65
O -1.2917 -5.7880 11.3624 -0.61
H -3.2123 -6.1485 9.6088 0.31
H -4.1340 -5.4664 8.2755 0.01
H -3.9763 -4.5794 9.8027 0.38
H -1.6578 -5.1903 7.8834 0.37
H -2.4919 -3.6485 7.9957 0.20
H 1.2052 -3.4934 10.4697 0.31
H 1.2285 -4.5933 11.8767 0.38
H -0.0041 -3.3086 11.7812 0.31
C 2.6995 -6.5086 -6.4612 -1.01
C 2.1156 -5.1109 -6.5291 -0.37
O 1.4623 -4.7158 -5.3062 -0.25
S 2.3803 -4.3380 -4.0613 1.22
C 1.1199 -3.6359 -3.0589 -0.65
O 3.3030 -3.3219 -4.4688 -0.64
O 2.8574 -5.5390 -3.4492 -0.64
H 3.5170 -6.5642 -5.7447 0.31
H 3.0846 -6.7995 -7.4388 0.39
H 1.9405 -7.2257 -6.1495 0.26
H 2.8758 -4.3732 -6.7916 0.33
H 1.3411 -5.0678 -7.2919 0.28
H 0.7395 -2.7409 -3.5424 0.05
H 1.5767 -3.3892 -2.1036 0.34
H 0.3312 -4.3685 -2.9139 0.40

Record 4
10
Properties=species:S:1:pos:R:3:nbo_charge:R:1 method="wB97M-V/def2-TZVPD" charge=0 e_homo_ev=-8.28
N 1.6367 0.5182 0.6265 -0.69
N 0.4085 0.4962 0.0480 -0.42
C -0.0213 -0.6542 -0.5221 0.23
N -1.2606 -0.5430 -0.9833 -0.29
O -1.9280 0.4767 -0.1931 -0.61
H 1.5230 0.1753 1.6629 0.35
H 2.1661 1.4765 0.6271 0.37
H 0.4517 -1.7268 -0.7909 0.19
H -1.7775 -1.3383 -0.7059 0.37
H -1.1985 1.1194 0.2308 0.50

Record 5
17
Properties=species:S:1:pos:R:3:nbo_charge:R:1 method="wB97M-V/def2-TZVPD" charge=+1 s_squared=2.016 e_homo_ev="-12.87 / -12.89" multiplicity=3
C 1.1274 -0.0540 -1.8552 -0.40
C -1.3856 -1.4449 -0.8328 -0.55
C 0.6697 -0.5199 -0.6729 -0.06
C -0.5868 -0.1581 -0.1211 -0.08
N -0.7587 -0.3448 1.2579 -0.80
S 2.7197 -0.3149 -2.5082 0.58
S 2.1635 2.2506 0.7912 -0.33
H 0.5510 0.5326 -2.6157 0.28
H -0.8601 -2.3227 -0.6644 0.21
H -2.3533 -1.4015 -0.2209 0.25
H -1.6220 -1.4140 -1.9146 0.23
H 1.2210 -1.1952 0.0674 0.26
H -1.1281 0.8675 -0.5077 0.27
H 1.7905 2.3411 2.1201 0.18
H -1.7709 -0.1613 1.5833 0.40
H -0.3476 -1.0563 1.7811 0.39
H 3.3319 2.7886 1.0978 0.17

Record 6
15
Properties=species:S:1:pos:R:3:nbo_charge:R:1 method="wB97M-V/def2-TZVPD" charge=0 e_homo_ev=-8.85
H -2.4132 1.4991 0.5540 0.36
N -2.4864 0.5461 0.1877 -0.75
C -1.5057 -0.2075 -0.0961 0.41
N -1.7947 -1.5231 -0.3236 -0.81
C -0.0459 0.2083 -0.2288 0.23
C 0.1944 1.5045 -0.3972 -0.46
O 0.9139 -0.7193 -0.3481 -0.54
C 2.3032 -0.4678 0.1783 -0.26
H -0.9474 -2.0822 -0.1181 0.40
H -2.6905 -1.5782 0.1841 0.41
H -0.6161 2.2216 -0.2859 0.21
H 1.2377 1.9320 -0.4670 0.20
H 2.7002 0.6224 0.0613 0.20
H 2.2699 -0.6377 1.2868 0.19
H 2.8805 -1.3183 -0.1874 0.21

no.,DFT total energy (eV)
1,-127550.141
2,-28563.219
3,-201948.260
4,-7631.442
5,-27459.584
6,-9303.372